{"formula": "C28H26CrF10IN4O3", "method": "wB97M-V/def2-TZVPD", "symbols": ["Cr", "C", "N", "C", "C", "C", "N", "C", "C", "F", "C", "F", "C", "C", "F", "C", "F", "H", "H", "H", "H", "H", "H", "H", "H", "H", "H", "H", "C", "C", "N", "C", "C", "C", "O", "C", "C", "N", "C", "C", "C", "C", "C", "C", "I", "C", "O", "H", "H", "H", "H", "H", "H", "H", "H", "H", "H", "H", "H", "C", "C", "O", "C", "F", "F", "F", "C", "F", "F", "F", "H", "H", "H"], "coordinates": [[0.356, 0.175, -0.236], [4.147, -2.655, -1.242], [2.740, -2.540, -0.880], [2.031, -3.774, -1.203], [2.561, -2.236, 0.542], [3.004, -0.856, 0.981], [2.104, 0.235, 0.590], [2.544, 1.532, 0.854], [1.922, 2.572, 0.174], [0.959, 2.196, -0.723], [2.196, 3.905, 0.328], [1.513, 4.797, -0.398], [3.167, 4.307, 1.216], [3.815, 3.308, 1.911], [4.755, 3.637, 2.807], [3.527, 1.966, 1.749], [4.193, 1.101, 2.533], [4.648, -3.456, -0.676], [4.672, -1.721, -1.053], [4.235, -2.880, -2.306], [2.400, -4.625, -0.609], [2.160, -4.013, -2.260], [0.966, -3.643, -1.002], [3.127, -2.965, 1.145], [1.506, -2.369, 0.777], [4.016, -0.651, 0.624], [3.068, -0.895, 2.069], [3.401, 5.350, 1.374], [-1.052, -3.830, 1.511], [-2.088, -3.002, 0.807], [-3.347, -3.363, 0.880], [-4.291, -2.625, 0.245], [-4.004, -1.526, -0.512], [-5.121, -0.753, -1.159], [-5.476, 0.418, -0.430], [-2.648, -1.117, -0.606], [-2.272, -0.076, -1.528], [-1.104, 0.449, -1.620], [-0.793, 1.270, -2.752], [-1.604, 2.307, -3.188], [-1.231, 3.047, -4.301], [-0.047, 2.760, -4.969], [0.775, 1.732, -4.520], [0.397, 0.998, -3.410], [1.572, -0.537, -2.567], [-1.670, -1.843, 0.086], [-0.397, -1.545, 0.100], [-1.548, -4.506, 2.204], [-0.341, -3.202, 2.049], [-0.476, -4.425, 0.796], [-5.319, -2.952, 0.364], [-6.013, -1.373, -1.190], [-4.879, -0.504, -2.196], [-4.680, 0.862, -0.119], [-3.013, 0.234, -2.259], [-2.507, 2.552, -2.639], [-1.860, 3.865, -4.632], [0.247, 3.346, -5.832], [1.708, 1.514, -5.025], [-1.439, -0.278, 2.954], [-1.045, 1.084, 2.380], [-0.657, 1.105, 1.061], [0.090, 1.652, 3.272], [1.128, 0.792, 3.281], [-0.298, 1.812, 4.548], [0.555, 2.830, 2.845], [-2.285, 2.010, 2.435], [-3.234, 1.527, 1.594], [-2.845, 2.065, 3.649], [-2.023, 3.258, 2.047], [-0.623, -0.977, 2.781], [-2.336, -0.641, 2.455], [-1.637, -0.217, 4.022]], "forces_ev_per_angstrom": [[-0.05, 0.08, 1.74], [-0.01, -0.06, 0.02], [0.01, -0.01, -0.08], [-0.01, 0.07, -0.01], [-0.02, -0.04, -0.05], [-0.09, 0.19, 0.03], [-0.34, 0.29, -0.25], [0.01, -0.49, -0.03], [-0.11, -0.01, -0.19], [-0.10, 0.12, -0.19], [-0.06, 0.04, -0.07], [0.00, 0.01, 0.00], [0.06, 0.12, 0.06], [0.07, 0.00, 0.08], [0.01, 0.02, 0.00], [0.11, -0.09, 0.10], [0.02, -0.06, 0.00], [0.00, 0.02, -0.02], [0.00, 0.00, -0.01], [-0.02, 0.00, 0.03], [0.00, 0.03, -0.02], [0.00, 0.02, 0.01], [0.05, 0.02, -0.01], [0.01, -0.02, -0.01], [0.05, 0.02, 0.00], [0.07, 0.03, -0.01], [0.00, 0.02, 0.07], [-0.01, -0.06, -0.01], [-0.08, -0.05, 0.00], [-0.09, -0.07, 0.04], [-0.13, 0.13, -0.07], [0.17, -0.26, 0.21], [0.01, 0.12, -0.08], [0.05, 0.05, 0.15], [0.00, -0.03, -0.16], [-0.04, 0.14, -0.12], [-0.06, 0.02, -0.02], [0.13, 0.28, -0.41], [-0.23, -0.11, 0.22], [-0.10, 0.03, 0.07], [0.05, 0.03, -0.02], [-0.01, -0.03, 0.02], [-0.02, 0.06, -0.02], [0.25, -0.13, -0.13], [0.19, -0.19, -0.50], [0.26, 0.08, 0.12], [-0.07, -0.05, -0.11], [0.01, 0.00, -0.02], [-0.04, -0.01, 0.00], [-0.02, 0.05, 0.02], [0.08, -0.03, 0.01], [-0.07, -0.03, 0.04], [0.00, 0.04, -0.07], [0.03, -0.04, 0.07], [-0.06, -0.01, -0.05], [0.05, -0.03, -0.04], [0.04, -0.05, 0.01], [-0.02, -0.03, 0.04], [-0.05, 0.02, 0.01], [0.04, -0.05, -0.13], [0.00, -0.02, -0.09], [0.23, -0.09, -0.18], [-0.12, -0.05, -0.10], [-0.05, 0.03, 0.09], [0.03, 0.02, 0.00], [-0.02, 0.02, 0.03], [-0.05, -0.13, -0.11], [0.08, 0.03, 0.06], [-0.02, 0.03, 0.09], [0.03, 0.06, 0.01], [0.00, -0.03, -0.02], [0.01, -0.03, -0.03], [0.00, 0.02, 0.01]], "total_energy_ha": -3868.17237, "spin_multiplicity": 2, "homo_energy_ev": [-8.1, -8.2], "lumo_energy_ev": [-0.757, -0.680], "max_force_ev_per_a": 1.7}